77
Properties=species:S:1:pos:R:3:lowdin_charge:R:1 method="wB97M-V/def2-TZVPD" energy_ha=-3671.09785 homo_energy_ev=-12.623 lumo_ev=-4.83 total_charge=+2 gap_ev=7.7938 de_lowest_ev=2.748 multiplicity=1
Ba -0.499 -2.439 -1.162 1.88
C -2.119 -7.010 -0.879 -0.07
C -0.678 -6.585 -1.159 -0.36
C -0.094 -5.899 0.082 -0.06
C -0.532 -5.737 -2.412 -0.23
C -1.570 -5.551 -3.320 -0.04
C -1.356 -4.926 -4.546 -0.14
C -0.103 -4.431 -4.899 -0.36
C 0.149 -3.842 -6.259 -0.06
C 0.929 -4.570 -3.970 -0.05
C 0.723 -5.218 -2.763 -0.08
H -2.159 -7.579 0.049 0.08
H -2.518 -7.642 -1.672 0.09
H -2.764 -6.134 -0.770 0.06
H -0.093 -7.494 -1.335 0.15
H -0.714 -5.048 0.378 0.04
H 0.925 -5.547 -0.079 0.07
H -0.074 -6.600 0.916 0.09
H -2.555 -5.947 -3.112 0.11
H -2.172 -4.860 -5.256 0.11
H 0.584 -4.602 -6.911 0.09
H 0.851 -3.010 -6.211 0.08
H -0.776 -3.495 -6.720 0.07
H 1.926 -4.224 -4.221 0.13
H 1.578 -5.405 -2.124 0.12
I -1.989 -1.838 -3.963 0.91
C -2.719 0.142 -3.551 -1.08
I -3.528 0.345 -1.589 0.80
H -3.509 0.350 -4.261 -0.03
H -1.897 0.837 -3.658 -0.03
C 4.167 2.202 3.184 -0.05
C 2.802 1.665 3.598 -0.18
N 1.969 1.293 2.451 -0.03
C 1.931 -0.013 2.081 0.05
C 1.220 -0.470 1.028 -0.04
C 0.990 -1.899 0.600 -0.83
O -0.027 -2.447 1.073 -0.19
O 1.616 -2.327 -0.387 -0.20
C 0.425 0.415 0.233 -0.31
O -0.248 0.017 -0.745 -0.24
C 0.433 1.800 0.670 -0.04
C -0.362 2.738 0.008 0.09
C -0.371 4.046 0.390 -0.18
F -1.212 4.879 -0.257 0.07
C 0.444 4.519 1.439 -0.13
C 1.226 3.580 2.097 0.06
C 1.218 2.219 1.760 -0.11
N 0.517 5.872 1.812 -0.09
C 0.540 6.260 3.212 -0.12
C 1.650 7.302 3.412 -0.07
N 1.815 8.060 2.126 0.06
C 0.491 8.286 1.471 -0.07
C -0.030 6.933 0.965 -0.12
H 4.728 2.492 4.072 0.09
H 4.078 3.069 2.527 0.07
H 4.735 1.437 2.656 0.09
H 2.261 2.385 4.210 0.12
H 2.936 0.773 4.207 0.13
H 2.516 -0.694 2.685 0.16
H -1.006 2.408 -0.798 0.11
H 1.882 3.926 2.883 0.10
H 0.719 5.404 3.853 0.13
H -0.428 6.681 3.507 0.14
H 2.605 6.841 3.654 0.14
H 1.392 8.010 4.198 0.14
H 2.386 7.502 1.488 0.19
H 2.303 8.939 2.293 0.19
H 0.604 8.984 0.645 0.14
H -0.170 8.732 2.211 0.14
H 0.308 6.770 -0.057 0.14
H -1.122 6.963 0.956 0.14
Cl -4.352 -5.405 2.013 0.66
C -4.454 -3.683 1.623 -1.60
Cl -3.974 -2.695 3.016 0.65
Cl -6.086 -3.255 1.083 0.66
C -3.524 -3.394 0.540 -0.36
N -2.794 -3.162 -0.311 0.02


19
Properties=species:S:1:pos:R:3:nbo_charge:R:1 method="wB97M-V/def2-TZVPD" energy_ha=-571.46118 homo_energy_ev=-5.661 lumo_ev=3.77 total_charge=-1 gap_ev=9.4313 de_lowest_ev=0.956 multiplicity=1
O -1.766 0.708 1.176 -0.78
C -0.991 0.097 1.924 0.63
O 0.035 -0.615 1.576 -0.85
H -1.228 -0.071 2.949 0.04
H -1.155 1.070 -1.372 0.49
H -1.777 0.005 -0.499 0.49
O -1.515 0.121 -1.418 -1.05
H -0.650 -1.896 -1.565 0.50
H -0.043 -1.258 -2.831 0.48
O 0.091 -1.888 -2.183 -0.97
H 0.600 1.997 -0.223 0.51
H -1.016 2.355 -0.046 0.50
O -0.257 2.345 -0.600 -1.02
H 2.027 0.678 0.340 0.50
H 1.442 1.378 1.448 0.49
O 1.956 1.654 0.724 -0.95
H 1.402 -2.360 -0.570 0.48
H 1.102 -1.920 0.818 0.50
O 1.743 -2.399 0.352 -0.99


54
Properties=species:S:1:pos:R:3:nbo_charge:R:1 method="wB97M-V/def2-TZVPD" energy_ha=-1035.65633 homo_energy_ev=-7.677 lumo_ev=0.63 gap_ev=8.3082 smiles="Cc1cc(C)nc(N2CCC(C(=O)NCC3CCCCC3)CC2)n1" de_lowest_ev=16.464 multiplicity=1
C -7.084 -1.232 0.431 -0.60
C -5.810 -0.322 0.190 0.31
C -6.214 0.940 0.298 -0.38
C -5.028 1.749 0.042 0.33
C -5.087 3.354 -0.185 -0.63
N -3.748 1.103 -0.228 -0.52
C -3.660 -0.089 -0.039 0.55
N -2.479 -0.814 -0.188 -0.42
C -2.351 -1.985 0.010 -0.16
C -1.011 -2.486 0.446 -0.35
C 0.122 -1.863 -0.843 -0.33
C 1.429 -2.026 -0.164 0.68
O 2.160 -2.960 -0.737 -0.63
N 1.693 -1.041 0.780 -0.62
C 3.084 -0.974 1.333 -0.20
C 3.883 0.045 0.656 -0.17
C 4.110 0.342 -0.888 -0.48
C 4.723 1.390 -1.237 -0.37
C 6.185 1.526 -0.578 -0.39
C 5.971 1.728 0.813 -0.39
C 5.196 0.346 1.227 -0.41
C -0.422 -0.698 -1.230 -0.44
C -1.151 0.087 -0.290 -0.21
N -4.609 -0.784 0.091 -0.51
H -6.770 -2.219 0.285 0.22
H -7.459 -0.968 1.186 0.18
H -7.776 -1.159 -0.367 0.21
H -7.121 1.544 0.067 0.25
H -5.570 3.586 -0.972 0.20
H -4.088 3.933 -0.145 0.23
H -5.628 3.829 0.692 0.22
H -2.662 -2.525 -1.124 0.07
H -3.048 -2.404 0.671 0.22
H -0.636 -2.175 1.335 0.19
H -0.900 -3.590 0.502 0.23
H -0.182 -2.597 -1.573 0.26
H 1.161 -0.279 0.900 0.39
H 3.681 -1.751 0.601 0.23
H 3.178 -0.987 2.244 0.18
H 3.163 1.065 0.934 0.11
H 3.188 0.016 -1.199 0.23
H 4.515 -0.636 -0.870 0.22
H 4.929 1.410 -2.413 0.22
H 4.079 2.439 -1.046 0.20
H 6.685 2.476 -1.164 0.19
H 6.779 0.730 -0.639 0.20
H 6.897 1.627 1.363 0.21
H 5.422 2.708 1.162 0.21
H 5.117 0.466 2.456 0.20
H 5.809 -0.641 1.117 0.20
H 0.411 0.116 -1.493 0.21
H -0.864 -0.544 -2.317 0.25
H -1.534 1.013 -0.627 0.25
H -0.678 0.182 0.726 0.17


47
Properties=species:S:1:pos:R:3:nbo_charge:R:1 method="wB97M-V/def2-TZVPD" energy_ha=-2598.34077 homo_energy_ev="-12.395 / -11.650" lumo_ev="-2.85 / -8.92" total_charge=+1 gap_ev="9.5459 / 2.7278" multiplicity=3
Ni 0.440 2.307 2.639 0.88
N 0.141 -0.044 0.380 0.75
O 0.586 -0.198 -0.768 -0.49
O 0.391 0.948 1.069 -0.56
O -0.500 -0.986 0.874 -0.59
C 0.776 3.149 -2.413 -0.25
O 1.589 1.959 -2.521 -0.74
H 1.154 3.646 -1.520 0.15
H 0.866 3.839 -3.252 0.19
H -0.260 2.842 -2.274 0.16
H 1.151 1.409 -1.867 0.48
C -2.471 0.292 -1.876 -0.25
O -3.873 0.106 -2.043 -0.71
H -2.218 1.035 -1.120 0.18
H -2.003 -0.615 -1.492 0.14
H -2.065 0.622 -2.832 0.18
H -3.946 -0.568 -2.723 0.46
C 1.664 -0.932 -4.248 -0.25
O 2.325 -1.864 -5.074 -0.70
H 0.592 -0.899 -4.442 0.15
H 1.822 -1.241 -3.215 0.14
H 2.062 0.083 -4.249 0.22
H 1.862 -2.699 -4.975 0.46
C -0.354 -3.308 -1.451 -0.33
O 0.271 -3.312 -0.179 -0.19
H -1.358 -2.888 -1.383 0.25
H 0.223 -2.682 -2.131 0.31
H -0.417 -4.329 -1.827 0.24
H -0.024 -2.470 0.175 0.51
C -1.123 0.938 4.967 -0.26
O -1.068 1.106 3.543 -0.78
H -1.690 1.712 5.485 0.19
H -1.765 0.062 5.057 0.18
H -0.183 0.735 5.479 0.21
H -1.889 0.747 3.196 0.51
C 3.013 2.825 1.096 -0.26
O 1.932 3.453 1.822 -0.80
H 3.705 2.258 1.718 0.19
H 2.574 2.210 0.310 0.21
H 3.602 3.599 0.603 0.20
H 2.168 4.374 1.955 0.51
C -1.217 -2.930 3.618 -0.25
O -1.881 -3.106 2.356 -0.66
H -1.368 -1.930 4.024 0.17
H -1.529 -3.689 4.336 0.21
H -0.155 -3.105 3.446 0.18
H -1.552 -2.461 1.726 0.48


10
Properties=species:S:1:pos:R:3:nbo_charge:R:1 method="wB97M-V/def2-TZVPD" energy_ha=-856.66395 homo_energy_ev="-8.196 / -7.623" lumo_ev="-1.31 / -1.65" gap_ev="6.8841 / 5.9694" de_lowest_ev=4.149 multiplicity=1
C -0.301 -0.137 0.791 -0.46
C 0.410 0.442 -0.471 -0.46
C 0.270 -1.002 -0.249 -0.11
P 3.844 -0.797 0.355 0.29
S 3.671 0.976 -0.320 -0.30
H 0.170 -0.390 1.637 0.21
H -1.280 0.122 1.010 0.22
H -0.198 1.022 -1.095 0.22
H 1.463 0.966 -0.361 0.20
H 1.110 -1.712 -0.202 0.18


46
Properties=species:S:1:pos:R:3:nbo_charge:R:1 method="wB97M-V/def2-TZVPD" energy_ha=-866.72080 homo_energy_ev=-9.044 lumo_ev=0.50 gap_ev=9.5452 smiles=CC(C)CNC(C)C.O.O.O.O.O.O.O de_lowest_ev=1.130 multiplicity=1
C -1.823 -0.272 -2.045 -0.61
C -0.393 -0.782 -1.968 -0.24
C 0.498 -0.319 -3.107 -0.62
C 0.231 -0.190 -0.619 -0.22
N 1.190 -1.156 -0.041 -0.67
C 1.635 -0.905 1.359 -0.05
C 1.604 0.565 1.755 -0.65
C 0.762 -1.728 2.312 -0.63
H -1.787 0.812 -2.130 0.19
H -2.436 -0.744 -2.825 0.21
H -2.382 -0.549 -1.149 0.22
H -0.236 -1.839 -1.743 0.21
H 1.415 -0.900 -3.128 0.22
H -0.056 -0.372 -4.067 0.20
H 0.823 0.723 -3.140 0.22
H -0.625 -0.033 0.044 0.21
H 0.689 0.756 -0.891 0.18
H 2.047 -1.079 -0.580 0.38
H 2.613 -1.369 1.532 0.19
H 0.582 0.924 1.893 0.21
H 2.125 1.217 1.057 0.22
H 2.067 0.774 2.728 0.21
H 1.007 -1.551 3.367 0.21
H -0.279 -1.408 2.184 0.23
H 0.974 -2.795 2.255 0.20
O -3.209 -2.656 0.136 -0.97
H -3.451 -3.424 0.672 0.49
H -2.540 -2.831 -0.545 0.52
O 2.928 0.975 -1.978 -0.98
H 2.806 1.731 -1.362 0.50
H 3.837 1.135 -2.268 0.47
O -0.673 3.377 2.650 -0.94
H -0.645 3.275 3.604 0.47
H 0.257 3.227 2.440 0.47
O -2.658 -0.510 1.630 -1.00
H -2.642 -1.330 1.065 0.50
H -3.304 -0.620 2.330 0.47
O 2.056 3.190 -0.487 -0.98
H 1.181 2.854 -0.202 0.51
H 1.881 3.760 -1.232 0.48
O -0.645 -3.527 0.010 -1.00
H -0.546 -3.879 0.910 0.47
H 0.060 -2.849 -0.055 0.50
O -0.663 3.230 -0.134 -0.96
H -1.033 2.928 -0.969 0.48
H -1.214 2.833 0.557 0.51


53
Properties=species:S:1:pos:R:3:nbo_charge:R:1 method="wB97M-V/def2-TZVPD" energy_ha=-1131.91119 homo_energy_ev=-8.915 lumo_ev=-0.03 gap_ev=8.8878 smiles=CCN[C@@H](CC)CO.O.O.O.O.O.O.O.O.O.O de_lowest_ev=3.824 multiplicity=1
C -2.568 -0.327 0.229 -0.63
C -1.474 -1.417 0.345 -0.22
N -0.410 -1.208 -0.675 -0.68
C 0.985 -1.088 -0.166 -0.08
C 1.786 -1.953 -1.169 -0.40
C 3.086 -2.530 -0.620 -0.64
C 1.324 0.398 -0.186 -0.09
O 0.479 1.137 0.683 -0.74
H -3.038 -0.272 -0.770 0.19
H -2.163 0.604 0.612 0.21
H -3.456 -0.682 0.753 0.24
H -1.088 -1.349 1.356 0.19
H -1.935 -2.357 0.041 0.19
H -0.704 -0.359 -1.161 0.37
H 1.054 -1.596 0.802 0.19
H 1.205 -2.746 -1.655 0.23
H 2.003 -1.417 -2.108 0.19
H 2.704 -3.069 0.281 0.20
H 3.986 -2.016 -0.298 0.21
H 3.517 -3.347 -1.220 0.22
H 2.334 0.541 0.206 0.17
H 1.125 0.599 -1.239 0.16
H 0.689 2.052 0.469 0.49
O -2.012 4.425 0.870 -0.93
H -2.169 3.476 0.786 0.48
H -1.236 4.635 0.344 0.45
O 0.779 0.417 -4.218 -0.97
H 1.619 0.667 -3.820 0.48
H 0.757 -0.378 -4.740 0.49
O -2.198 1.309 -2.615 -0.98
H -2.024 1.942 -3.310 0.49
H -2.959 0.743 -2.693 0.50
O 0.287 3.211 -1.349 -0.96
H -0.005 2.508 -1.938 0.49
H -0.492 3.711 -1.128 0.47
O -3.889 0.080 2.776 -0.95
H -3.115 -0.481 2.746 0.47
H -3.568 0.903 3.160 0.48
O -1.465 1.051 3.789 -0.96
H -0.943 0.623 4.478 0.48
H -1.109 1.946 3.724 0.48
O 1.809 0.134 3.636 -0.98
H 1.605 -0.014 2.703 0.49
H 2.711 0.433 3.763 0.49
O 0.094 -2.207 4.316 -0.94
H 0.968 -2.591 4.468 0.47
H 0.336 -1.270 4.325 0.47
O 3.557 2.163 -2.240 -0.93
H 3.550 1.226 -2.478 0.46
H 2.815 2.250 -1.631 0.47
O -1.187 -2.835 -3.099 -0.97
H -0.830 -3.597 -2.632 0.47
H -1.129 -2.076 -2.503 0.49


44
Properties=species:S:1:pos:R:3:nbo_charge:R:1 method="wB97M-V/def2-TZVPD" energy_ha=-1392.88413 homo_energy_ev=-8.654 lumo_ev=0.54 gap_ev=9.1966 smiles="COCCNC(=O)C1CCN(S(=O)(=O)c2ccccc2)CC1" de_lowest_ev=16.727 multiplicity=1
C -6.658 -1.489 0.411 -0.26
O -5.220 -1.625 0.700 -0.52
C -4.529 -0.595 0.792 -0.04
C -4.263 -0.041 -0.493 -0.23
N -3.356 1.001 -0.220 -0.66
C -2.008 1.089 -0.953 0.71
O -1.620 0.153 -1.564 -0.58
C -1.127 2.249 -0.447 -0.31
C -0.025 2.722 -1.345 -0.42
C 1.008 1.556 -1.267 -0.23
N 1.509 1.221 0.117 -0.71
S 2.958 0.738 0.588 2.21
O 3.905 1.214 -0.448 -0.92
O 3.070 0.692 2.094 -0.91
C 2.711 -1.222 0.135 -0.16
C 2.881 -1.500 -1.140 -0.33
C 2.749 -2.643 -1.665 -0.12
C 2.099 -3.597 -0.560 -0.25
C 1.845 -3.250 0.539 -0.21
C 2.045 -1.848 1.168 -0.18
C 0.427 1.213 1.066 -0.22
C -0.755 2.105 1.123 -0.33
H -7.028 -0.724 0.939 0.16
H -6.877 -1.243 -0.697 0.17
H -7.282 -2.574 0.497 0.21
H -5.063 0.024 1.282 0.13
H -3.811 -0.809 1.568 0.19
H -3.841 -0.584 -1.069 0.20
H -5.022 0.339 -0.896 0.18
H -3.580 1.961 0.184 0.39
H -1.825 3.190 -0.231 0.22
H -0.253 2.706 -2.367 0.23
H 0.485 3.510 -1.318 0.22
H 1.990 1.592 -1.745 0.24
H 0.700 0.423 -1.507 0.23
H 3.345 -0.912 -1.911 0.24
H 2.916 -3.044 -2.626 0.22
H 1.911 -4.489 -1.217 0.23
H 1.432 -3.898 1.521 0.21
H 2.000 -1.487 2.080 0.23
H 0.763 0.957 1.982 0.23
H -0.014 0.120 0.832 0.15
H -0.199 3.046 1.407 0.19
H -1.494 2.007 1.628 0.19


45
Properties=species:S:1:pos:R:3:nbo_charge:R:1 method="wB97M-V/def2-TZVPD" energy_ha=-1142.35723 homo_energy_ev=-7.961 lumo_ev=-1.27 gap_ev=6.6898 smiles="CN(C)CCC[N@@H+]([O-])c1c2ccccc2nc2cccc([N+](=O)[O-])c12" de_lowest_ev=9.883 multiplicity=1
C -1.486 -2.575 -2.640 -0.41
N -0.517 -1.575 -3.016 -0.47
C -0.740 -0.752 -4.234 -0.42
C 0.827 -2.109 -2.782 -0.22
C 1.757 -1.052 -2.124 -0.40
C 0.946 -0.050 -1.159 -0.23
N 0.028 -0.464 -0.147 -0.10
O 0.086 -1.731 0.069 -0.71
C 0.089 0.339 1.087 0.22
C 1.325 0.473 1.794 -0.10
C 2.552 -0.188 1.515 -0.20
C 3.682 -0.024 2.301 -0.19
C 3.741 0.904 3.363 -0.19
C 2.521 1.421 3.686 -0.18
C 1.355 1.336 2.936 0.17
N 0.285 1.932 3.338 -0.39
C -0.838 1.795 2.754 0.17
C -1.922 2.470 3.317 -0.16
C -3.133 2.539 2.619 -0.20
C -3.361 1.741 1.495 -0.18
C -2.345 0.996 0.971 0.05
N -2.749 0.288 -0.154 0.50
O -3.153 -0.832 -0.002 -0.31
O -2.601 0.901 -1.195 -0.38
C -1.046 0.994 1.538 -0.06
H -1.295 -3.483 -3.206 0.15
H -2.498 -2.187 -2.799 0.20
H -1.295 -2.839 -1.634 0.23
H 0.046 -0.037 -4.294 0.19
H -1.564 -0.096 -3.937 0.21
H -0.844 -1.205 -5.238 0.18
H 0.755 -3.008 -2.199 0.22
H 1.159 -2.401 -3.736 0.17
H 2.651 -1.533 -1.602 0.22
H 2.129 -0.434 -3.013 0.21
H 1.736 0.467 -0.531 0.22
H 0.355 0.644 -1.868 0.22
H -0.858 -0.243 -0.608 0.37
H 2.540 -0.959 0.713 0.24
H 4.591 -0.534 1.944 0.22
H 4.643 0.978 3.948 0.23
H 2.438 1.924 4.600 0.22
H -1.839 3.157 4.226 0.24
H -3.863 3.220 2.998 0.22
H -4.292 1.795 0.906 0.23


14
Properties=species:S:1:pos:R:3:nbo_charge:R:1 method="wB97M-V/def2-TZVPD" energy_ha=-212.50771 homo_energy_ev=-8.721 lumo_ev=1.25 gap_ev=9.9689 smiles=C[C@H]1CN1C de_lowest_ev=1.183 multiplicity=1
C 0.564 -1.005 -1.544 -0.61
C 0.212 -0.703 -0.102 -0.08
C 1.048 0.310 0.600 -0.25
N -0.278 0.634 0.138 -0.42
C -1.387 1.028 0.975 -0.41
H 1.454 -1.641 -1.605 0.21
H -0.252 -1.491 -2.087 0.21
H 0.791 -0.062 -2.054 0.22
H -0.169 -1.537 0.497 0.19
H 1.839 0.764 0.006 0.19
H 1.282 0.191 1.659 0.19
H -1.515 0.518 1.946 0.17
H -1.282 2.102 1.172 0.20
H -2.308 0.893 0.398 0.20


21
Properties=species:S:1:pos:R:3:nbo_charge:R:1 method="wB97M-V/def2-TZVPD" energy_ha=-402.93376 homo_energy_ev=-14.640 lumo_ev=-2.75 total_charge=+1 gap_ev=11.8855 de_lowest_ev=0.621 multiplicity=1
O -1.551 1.476 -0.338 -0.76
C -0.131 1.839 -0.425 -0.09
C 0.498 0.669 -1.143 -0.23
N -0.056 -0.578 -0.481 -0.52
C 0.329 -1.862 -1.097 -0.43
H -2.016 2.196 0.101 0.50
H -0.158 2.769 -0.924 0.21
H 0.190 1.970 0.610 0.19
H 1.577 0.654 -1.113 0.23
H 0.108 0.676 -2.141 0.22
H -1.048 -0.370 -0.509 0.47
H 0.221 -0.521 0.499 0.47
H 1.114 -1.732 -1.833 0.23
H -0.508 -2.187 -1.720 0.23
H 0.504 -2.640 -0.366 0.24
H 2.506 -0.183 1.937 0.50
H 3.056 0.297 0.591 0.49
O 2.238 0.076 1.047 -0.98
H -1.861 -0.711 2.501 0.49
H -1.950 -2.062 1.876 0.49
O -1.477 -1.226 1.781 -0.97


13
Properties=species:S:1:pos:R:3:nbo_charge:R:1 method="wB97M-V/def2-TZVPD" energy_ha=-771.96710 homo_energy_ev=-8.758 lumo_ev=0.47 gap_ev=9.2258 smiles=Cc1nnc2scnn12 de_lowest_ev=0.181 multiplicity=1
C 2.130 -0.527 0.057 -0.67
C 0.725 -0.815 -0.100 0.30
N 0.098 -1.990 -0.105 -0.25
N -1.226 -1.856 -0.066 -0.30
C -1.484 -0.532 -0.051 0.10
S -2.872 0.471 0.077 0.37
C -1.696 1.846 -0.033 -0.10
N -0.456 1.522 -0.073 -0.22
N -0.336 0.186 -0.055 -0.21
H 2.235 0.481 0.695 0.23
H 2.412 -1.340 0.676 0.26
H 2.549 -0.344 -0.959 0.24
H -2.079 2.900 -0.065 0.24


Which of these has the highest multiplicity?
C7H28NNiO10


Look up the multiplicity of the fifth one.
1